{
  "formula": "C40H30F6N3O15S2W",
  "method": "the ωB97M-V functional and the def2-TZVPD basis",
  "symbols": ["W", "C", "C", "C", "O", "C", "C", "O", "C", "O", "C", "C", "C", "C", "C", "C", "C", "C", "C", "C", "C", "C", "C", "O", "C", "C", "C", "C", "C", "C", "C", "C", "C", "C", "C", "C", "H", "H", "H", "H", "H", "H", "H", "H", "H", "H", "H", "H", "H", "H", "H", "H", "H", "H", "H", "H", "H", "H", "H", "H", "H", "H", "H", "H", "F", "C", "F", "F", "S", "O", "O", "N", "S", "O", "O", "C", "F", "F", "F", "O", "C", "O", "C", "C", "C", "C", "C", "C", "O", "N", "O", "O", "N", "O", "O", "H", "H"],
  "xyz": [[-0.227, 0.366, 0.384], [-0.352, -2.872, -5.467], [0.354, -2.127, -4.338], [1.820, -1.876, -4.702], [0.197, -2.839, -3.124], [0.440, -1.902, -2.114], [-0.193, -0.583, -2.705], [-0.291, -0.867, -4.079], [-1.549, 0.037, -2.209], [-1.519, 0.079, -0.809], [-1.437, 1.461, -2.774], [-0.821, 2.470, -1.970], [-0.651, 3.841, -2.547], [-1.147, 4.033, -3.923], [-1.651, 3.014, -4.646], [-1.784, 1.723, -4.072], [-2.884, -0.566, -2.633], [-3.044, -1.716, -3.385], [-4.315, -2.156, -3.722], [-5.432, -1.465, -3.291], [-5.277, -0.328, -2.514], [-4.012, 0.118, -2.183], [0.116, -2.357, -0.673], [0.538, -1.255, 0.121], [0.978, -3.548, -0.247], [0.909, -3.938, 1.088], [1.719, -4.952, 1.562], [2.619, -5.578, 0.715], [2.691, -5.194, -0.611], [1.876, -4.182, -1.092], [-1.344, -2.659, -0.392], [-2.045, -3.554, -1.192], [-3.375, -3.827, -0.921], [-4.008, -3.222, 0.151], [-3.298, -2.375, 0.989], [-1.962, -2.102, 0.733], [0.357, -3.528, -5.963], [-0.740, -2.150, -6.179], [-1.168, -3.475, -5.079], [2.378, -2.806, -4.644], [2.273, -1.138, -4.046], [1.863, -1.495, -5.717], [1.525, -1.683, -2.064], [0.562, 0.217, -2.527], [-1.093, 4.580, -1.868], [0.422, 4.085, -2.520], [-1.094, 5.031, -4.330], [-1.971, 3.160, -5.665], [-2.163, 0.911, -4.676], [-2.184, -2.263, -3.719], [-4.425, -3.046, -4.324], [-6.419, -1.804, -3.566], [-6.145, 0.215, -2.175], [-3.880, 1.001, -1.571], [0.233, -3.437, 1.763], [1.656, -5.251, 2.596], [3.264, -6.358, 1.087], [3.391, -5.673, -1.280], [1.948, -3.909, -2.131], [-1.540, -4.030, -2.017], [-3.913, -4.519, -1.549], [-5.050, -3.425, 0.347], [-3.774, -1.936, 1.855], [-1.367, -1.510, 1.463], [-3.664, 0.724, 3.525], [-3.543, 1.991, 3.147], [-4.552, 2.289, 2.338], [-3.580, 2.770, 4.205], [-1.877, 2.093, 2.240], [-1.885, 0.761, 1.565], [-0.867, 2.245, 3.224], [-1.847, 3.081, 1.046], [-1.290, 4.610, 1.343], [-1.650, 4.977, 2.678], [-0.378, 2.252, -0.800], [0.632, 4.092, 1.468], [1.272, 4.587, 0.399], [1.235, 4.498, 2.559], [0.813, 2.720, 1.369], [1.658, -1.359, 3.015], [1.626, -0.396, 2.298], [0.525, 0.311, 2.074], [2.844, 0.081, 1.539], [4.116, -0.111, 2.054], [5.239, 0.230, 1.304], [5.120, 0.650, -0.011], [3.853, 0.801, -0.549], [2.686, 0.605, 0.232], [1.505, 0.915, -0.256], [3.700, 1.087, -1.950], [2.665, 0.705, -2.475], [4.594, 1.647, -2.527], [6.569, 0.090, 1.888], [7.502, 0.278, 1.148], [6.623, -0.196, 3.056], [4.240, -0.537, 3.041], [5.997, 0.844, -0.613]],
  "relative_energy_kj_mol": 196.70,
  "e_lumo_ev": -5.29,
  "spin_multiplicity": 1,
  "charge": 1,
  "energy_ha": -4297.33867,
  "e_homo_ha": -0.4255,
  "gap_ev": 6.29
}

{
  "formula": "C40H31BrF4IrN2O6PS",
  "method": "the ωB97M-V functional and the def2-TZVPD basis",
  "symbols": ["Ir", "F", "C", "C", "F", "C", "F", "C", "P", "C", "C", "C", "C", "C", "C", "C", "C", "C", "C", "C", "C", "C", "Br", "C", "F", "H", "H", "H", "H", "H", "H", "H", "H", "H", "H", "C", "C", "O", "C", "C", "C", "C", "C", "C", "O", "H", "H", "H", "H", "H", "H", "H", "O", "C", "O", "C", "C", "C", "C", "O", "C", "O", "C", "C", "H", "H", "H", "H", "H", "C", "C", "C", "C", "C", "N", "H", "H", "H", "H", "H", "H", "H", "H", "H", "S", "C", "N"],
  "xyz": [[-1.130, 0.112, 0.713], [-2.190, 7.283, 2.701], [-1.718, 6.165, 2.170], [-0.727, 6.204, 1.190], [-0.214, 7.364, 0.799], [-0.269, 5.015, 0.633], [0.698, 5.075, -0.287], [-0.758, 3.769, 1.019], [-0.084, 2.261, 0.178], [-0.126, 2.761, -1.560], [0.839, 2.295, -2.450], [0.807, 2.705, -3.771], [-0.196, 3.551, -4.219], [-1.187, 3.975, -3.345], [-1.161, 3.578, -2.021], [1.603, 2.396, 0.853], [2.696, 2.914, 0.170], [3.905, 3.061, 0.831], [4.031, 2.710, 2.165], [2.936, 2.204, 2.849], [1.729, 2.044, 2.197], [-1.691, 3.746, 2.052], [-2.279, 2.127, 2.824], [-2.178, 4.926, 2.609], [-3.077, 4.867, 3.584], [1.597, 1.606, -2.105], [1.571, 2.368, -4.457], [-0.210, 3.879, -5.248], [-1.981, 4.615, -3.697], [-1.935, 3.914, -1.343], [2.606, 3.227, -0.858], [4.754, 3.467, 0.302], [4.974, 2.839, 2.676], [3.020, 1.941, 3.894], [0.874, 1.654, 2.730], [-4.083, -2.255, 3.333], [-3.514, -1.635, 2.085], [-2.632, -0.787, 2.229], [-4.020, -2.073, 0.798], [-4.735, -3.266, 0.672], [-5.228, -3.693, -0.543], [-5.034, -2.905, -1.678], [-4.327, -1.733, -1.605], [-3.762, -1.280, -0.377], [-3.092, -0.192, -0.369], [-3.767, -1.668, 4.191], [-3.688, -3.265, 3.436], [-5.167, -2.297, 3.298], [-4.884, -3.882, 1.544], [-5.763, -4.629, -0.610], [-5.441, -3.226, -2.624], [-4.177, -1.120, -2.480], [0.830, -0.313, -0.785], [0.356, -1.450, -1.037], [-0.694, -1.844, -0.470], [1.039, -2.379, -1.976], [0.371, -3.540, -2.364], [0.959, -4.462, -3.218], [2.240, -4.188, -3.646], [3.045, -4.923, -4.445], [4.261, -4.212, -4.554], [4.147, -3.003, -3.835], [2.913, -3.013, -3.266], [2.327, -2.085, -2.441], [-0.626, -3.710, -1.988], [0.445, -5.355, -3.526], [4.476, -4.003, -5.613], [5.079, -4.819, -4.133], [2.829, -1.179, -2.147], [2.735, -2.104, 4.028], [2.389, -2.098, 2.532], [2.084, -3.512, 2.013], [3.514, -1.448, 1.712], [1.196, -1.317, 2.350], [0.240, -0.691, 2.226], [3.660, -2.651, 4.179], [1.944, -2.579, 4.604], [2.866, -1.089, 4.396], [2.968, -4.137, 2.117], [1.795, -3.477, 0.964], [1.266, -3.963, 2.570], [4.418, -2.045, 1.814], [3.713, -0.436, 2.059], [3.241, -1.401, 0.660], [-4.167, 1.962, 0.012], [-4.815, 1.554, -1.431], [-5.261, 1.202, -2.436]],
  "relative_energy_kj_mol": 139.06,
  "e_lumo_ev": [-3.08, -6.21],
  "spin_multiplicity": 6,
  "charge": 1,
  "energy_ha": -5920.79892,
  "s_squared": 8.811,
  "e_homo_ha": [-0.3733, -0.3729],
  "gap_ev": [7.08, 3.94]
}

{
  "formula": "C40H32Cl2MoN4O3P2STe",
  "method": "the ωB97M-V functional and the def2-TZVPD basis",
  "symbols": ["Mo", "Te", "C", "C", "C", "N", "C", "C", "C", "P", "C", "C", "C", "C", "C", "C", "C", "C", "C", "C", "C", "C", "P", "C", "C", "C", "C", "C", "C", "C", "C", "C", "C", "C", "C", "H", "H", "H", "H", "H", "H", "H", "H", "H", "H", "H", "H", "H", "H", "H", "H", "H", "H", "H", "H", "H", "H", "H", "H", "Cl", "C", "Cl", "H", "H", "O", "S", "O", "O", "C", "N", "C", "C", "C", "N", "C", "C", "C", "N", "C", "C", "H", "H", "H", "H", "H", "H"],
  "xyz": [[2.071, -0.691, 1.004], [2.559, -1.239, -3.169], [0.983, -0.618, -4.491], [0.001, -1.523, -4.864], [-1.039, -1.064, -5.668], [-1.122, 0.192, -6.084], [-0.163, 1.045, -5.752], [0.919, 0.688, -4.952], [1.288, -0.639, -1.540], [1.688, 0.874, -0.681], [3.130, 1.632, -1.452], [4.394, 1.118, -1.163], [5.515, 1.611, -1.805], [5.380, 2.628, -2.741], [4.129, 3.160, -3.014], [3.001, 2.672, -2.371], [0.460, 2.195, -0.739], [0.563, 3.152, 0.272], [-0.319, 4.218, 0.300], [-1.303, 4.322, -0.677], [-1.408, 3.364, -1.676], [-0.528, 2.292, -1.712], [0.664, -1.915, -0.453], [-1.137, -1.875, -0.336], [-1.932, -1.277, -1.310], [-3.311, -1.300, -1.168], [-3.885, -1.916, -0.063], [-3.092, -2.531, 0.898], [-1.713, -2.512, 0.763], [0.963, -3.527, -1.214], [-0.024, -4.116, -2.006], [0.220, -5.337, -2.614], [1.435, -5.981, -2.427], [2.413, -5.406, -1.630], [2.175, -4.186, -1.021], [0.047, -2.562, -4.565], [-1.826, -1.735, -5.992], [-0.254, 2.051, -6.145], [1.696, 1.407, -4.726], [4.488, 0.323, -0.432], [6.491, 1.203, -1.577], [6.254, 3.017, -3.245], [4.026, 3.964, -3.730], [2.028, 3.096, -2.580], [1.342, 3.051, 1.022], [-0.244, 4.964, 1.079], [-1.992, 5.156, -0.658], [-2.183, 3.451, -2.427], [-0.595, 1.541, -2.491], [-1.461, -0.808, -2.167], [-3.938, -0.847, -1.926], [-4.962, -1.931, 0.042], [-3.550, -3.022, 1.746], [-1.075, -2.986, 1.501], [-0.978, -3.628, -2.144], [-0.548, -5.790, -3.228], [1.613, -6.941, -2.893], [3.357, -5.911, -1.479], [2.935, -3.746, -0.388], [3.570, 0.080, 2.744], [4.786, -1.201, 2.460], [4.196, -2.034, 0.997], [4.785, -1.891, 3.298], [5.768, -0.770, 2.290], [-2.943, 1.113, 9.856], [-4.024, 1.595, 9.048], [-4.002, 2.938, 8.539], [-3.998, 0.486, 7.608], [-4.037, 1.019, 6.398], [-4.991, 1.898, 6.080], [-4.962, 2.459, 4.892], [-3.988, 2.147, 3.947], [-3.063, 1.191, 4.339], [-3.097, 0.630, 5.542], [-1.925, 0.775, 3.490], [-1.928, 0.849, 2.103], [-0.813, 0.450, 1.399], [0.318, -0.004, 1.968], [0.302, -0.088, 3.319], [-0.764, 0.287, 4.097], [-5.738, 3.191, 4.697], [-3.942, 2.648, 2.991], [-2.794, 1.195, 1.555], [-0.829, 0.480, 0.328], [1.184, -0.493, 3.801], [-0.716, 0.221, 5.173]],
  "relative_energy_kj_mol": 157.40,
  "e_lumo_ev": [-6.46, -6.87],
  "spin_multiplicity": 3,
  "charge": 2,
  "energy_ha": -4325.06436,
  "s_squared": 2.074,
  "e_homo_ha": [-0.4718, -0.4718],
  "gap_ev": [6.38, 5.97]
}

{
  "formula": "C40H32N10O2Sc",
  "method": "the ωB97M-V functional and the def2-TZVPD basis",
  "symbols": ["Sc", "C", "C", "N", "C", "C", "C", "C", "C", "C", "C", "C", "C", "N", "C", "H", "H", "H", "H", "H", "H", "H", "H", "C", "N", "C", "N", "C", "N", "C", "C", "C", "C", "C", "C", "C", "N", "N", "C", "O", "C", "C", "C", "C", "C", "C", "N", "C", "N", "C", "N", "C", "H", "H", "H", "H", "H", "H", "H", "H", "H", "H", "H", "H", "H", "H", "H", "H", "C", "C", "O", "C", "C", "C", "C", "C", "C", "H", "H", "H", "H", "H", "H", "H", "H"],
  "xyz": [[-1.170, 1.549, -0.021], [-4.565, 1.153, 3.088], [-3.704, 0.895, 2.025], [-2.943, 1.829, 1.454], [-3.088, 3.117, 1.903], [-3.930, 3.463, 2.954], [-4.656, 2.429, 3.576], [-4.076, 4.842, 3.336], [-3.454, 5.812, 2.642], [-2.610, 5.478, 1.530], [-1.998, 6.456, 0.719], [-1.237, 6.072, -0.355], [-1.046, 4.717, -0.588], [-1.579, 3.770, 0.178], [-2.392, 4.145, 1.205], [-5.147, 0.342, 3.509], [-3.647, -0.100, 1.620], [-5.299, 2.657, 4.422], [-4.721, 5.084, 4.173], [-3.591, 6.857, 2.899], [-2.150, 7.505, 0.945], [-0.778, 6.796, -1.016], [-0.436, 4.392, -1.417], [-3.031, -3.815, 1.607], [-2.345, -2.514, 1.419], [-2.323, -1.734, 0.357], [-1.585, -0.657, 0.624], [-1.166, -0.868, 1.916], [-1.618, -1.974, 2.433], [-2.175, -4.997, 1.212], [-2.800, -6.197, 0.893], [-2.036, -7.331, 0.652], [-0.650, -7.272, 0.708], [-0.028, -6.063, 0.987], [-0.791, -4.927, 1.245], [1.435, -5.967, 1.010], [2.310, -6.880, 1.224], [3.567, -6.240, 1.143], [3.323, -5.011, 0.879], [1.992, -4.749, 0.779], [4.247, -3.889, 0.675], [5.515, -3.888, 1.245], [6.338, -2.784, 1.076], [5.904, -1.688, 0.336], [4.652, -1.713, -0.264], [4.211, -0.582, -1.160], [2.771, -0.261, -0.976], [2.207, 0.577, -0.135], [0.882, 0.512, -0.263], [0.710, -0.441, -1.248], [1.826, -0.918, -1.712], [3.826, -2.813, -0.090], [-3.962, -3.790, 1.047], [-3.269, -3.854, 2.665], [-2.828, -1.963, -0.572], [-0.524, -0.200, 2.474], [-3.885, -6.260, 0.856], [-2.527, -8.269, 0.414], [-0.044, -8.155, 0.533], [-0.281, -4.008, 1.512], [5.844, -4.748, 1.819], [7.321, -2.769, 1.530], [6.558, -0.830, 0.209], [4.302, -0.853, -2.206], [4.793, 0.318, -0.981], [2.756, 1.194, 0.565], [-0.244, -0.779, -1.609], [2.858, -2.862, -0.573], [-0.974, 1.380, -4.264], [-0.344, 2.125, -3.141], [-0.851, 1.941, -1.988], [0.764, 3.011, -3.351], [1.420, 3.642, -2.281], [2.440, 4.534, -2.517], [2.826, 4.807, -3.834], [2.204, 4.172, -4.902], [1.177, 3.282, -4.666], [-1.750, 0.717, -3.899], [-0.218, 0.808, -4.807], [-1.420, 2.082, -4.973], [1.138, 3.419, -1.272], [2.942, 5.027, -1.693], [3.618, 5.524, -4.023], [2.521, 4.376, -5.918], [0.687, 2.809, -5.508]],
  "relative_energy_kj_mol": 0.00,
  "e_lumo_ev": -9.60,
  "spin_multiplicity": 1,
  "charge": 3,
  "energy_ha": -3001.53074,
  "e_homo_ha": -0.5284,
  "gap_ev": 4.78
}

{
  "formula": "C40H33BF8I2NO4",
  "method": "the ωB97M-V functional and the def2-TZVPD basis",
  "symbols": ["O", "C", "F", "N", "C", "O", "F", "C", "I", "O", "B", "O", "C", "I", "H", "H", "H", "F", "C", "C", "C", "C", "C", "C", "H", "H", "H", "H", "H", "F", "C", "C", "C", "C", "C", "C", "H", "H", "H", "H", "H", "F", "C", "C", "C", "C", "C", "C", "H", "H", "H", "H", "H", "F", "C", "C", "C", "C", "C", "C", "H", "H", "H", "H", "H", "F", "C", "C", "C", "C", "C", "C", "H", "H", "H", "H", "H", "F", "C", "C", "C", "C", "C", "C", "H", "H", "H", "H", "H"],
  "xyz": [[-0.910, -7.802, 1.947], [-0.965, -8.141, 0.821], [-0.674, -9.396, 0.475], [-1.264, -7.254, -0.285], [-0.142, -7.286, -1.185], [0.563, -6.364, -1.396], [0.109, -8.473, -1.744], [-2.552, -7.627, -0.977], [-2.562, -6.316, -2.851], [-2.658, -8.851, -1.415], [-3.798, -9.571, -0.654], [-4.588, -8.401, -0.164], [-3.918, -7.236, -0.282], [-3.819, -6.292, 1.698], [-4.377, -10.257, -1.469], [-3.340, -10.168, 0.310], [-4.467, -6.519, -0.878], [-3.888, -3.332, -0.096], [-3.959, -2.294, 0.749], [-5.132, -1.569, 0.827], [-5.193, -0.489, 1.695], [-4.089, -0.146, 2.464], [-2.922, -0.891, 2.369], [-2.852, -1.977, 1.509], [-5.975, -1.846, 0.209], [-6.104, 0.090, 1.764], [-4.137, 0.704, 3.132], [-2.058, -0.623, 2.963], [-1.954, -2.575, 1.422], [0.120, 0.440, 3.752], [0.481, 0.972, 2.564], [-0.020, 2.206, 2.206], [0.354, 2.747, 0.985], [1.209, 2.051, 0.142], [1.697, 0.808, 0.522], [1.335, 0.261, 1.745], [-0.694, 2.727, 2.873], [-0.027, 3.716, 0.690], [1.495, 2.475, -0.811], [2.349, 0.258, -0.132], [1.706, -0.704, 2.063], [-3.463, 1.303, -0.422], [-3.684, 1.059, -1.726], [-3.224, -0.126, -2.265], [-3.458, -0.381, -3.608], [-4.135, 0.547, -4.389], [-4.585, 1.733, -3.825], [-4.364, 1.994, -2.480], [-2.696, -0.833, -1.638], [-3.111, -1.308, -4.043], [-4.312, 0.344, -5.437], [-5.110, 2.459, -4.430], [-4.714, 2.907, -2.019], [-5.494, 4.925, -3.416], [-5.518, 6.012, -2.620], [-6.670, 6.768, -2.555], [-6.689, 7.882, -1.728], [-5.564, 8.225, -0.991], [-4.416, 7.449, -1.077], [-4.388, 6.329, -1.894], [-7.533, 6.485, -3.142], [-7.586, 8.483, -1.660], [-5.583, 9.096, -0.350], [-3.538, 7.716, -0.505], [-3.508, 5.705, -1.970], [4.380, 1.093, -0.524], [5.452, 0.418, -0.055], [6.267, -0.251, -0.946], [7.367, -0.938, -0.454], [7.629, -0.954, 0.909], [6.791, -0.278, 1.784], [5.692, 0.421, 1.304], [6.040, -0.230, -2.003], [8.021, -1.461, -1.137], [8.487, -1.491, 1.289], [6.992, -0.291, 2.847], [5.028, 0.960, 1.966], [9.639, 1.335, 0.476], [9.524, 2.386, 1.308], [8.325, 3.069, 1.350], [8.204, 4.148, 2.213], [9.274, 4.531, 3.010], [10.470, 3.830, 2.947], [10.601, 2.744, 2.094], [7.506, 2.754, 0.717], [7.269, 4.690, 2.263], [9.175, 5.375, 3.679], [11.306, 4.128, 3.565], [11.521, 2.179, 2.034]],
  "e_lumo_ev": 1.80,
  "spin_multiplicity": 1,
  "charge": -1,
  "energy_ha": -3319.02814,
  "e_homo_ha": -0.1961,
  "gap_ev": 7.14
}